Record 1
{"formula": "C22H24F3N5SSiTa", "method": "ωB97M-V with the def2-TZVPD basis set", "symbols": ["Ta", "C", "C", "C", "C", "C", "C", "N", "N", "Si", "C", "C", "C", "H", "H", "H", "H", "H", "H", "H", "H", "H", "H", "H", "H", "H", "H", "H", "F", "C", "F", "F", "C", "C", "C", "C", "N", "C", "S", "H", "H", "H", "N", "C", "N", "C", "C", "C", "C", "C", "C", "H", "H", "H", "H", "H", "H"], "xyz": [[0.131, 0.220, 0.324], [1.388, 1.006, 4.116], [0.541, -0.178, 3.772], [0.223, -1.170, 4.688], [-0.590, -2.235, 4.316], [-1.134, -2.310, 3.034], [-0.828, -1.286, 2.180], [0.025, -0.278, 2.528], [-1.282, -1.014, 0.864], [-3.099, -1.369, 0.416], [-3.250, -3.174, 0.103], [-4.020, -0.717, 1.873], [-3.410, -0.351, -1.094], [0.859, 1.628, 4.842], [1.605, 1.620, 3.243], [2.318, 0.700, 4.595], [0.611, -1.100, 5.696], [-0.819, -3.011, 5.037], [-1.784, -3.121, 2.738], [-3.124, -3.788, 0.996], [-2.557, -3.528, -0.663], [-4.267, -3.352, -0.261], [-4.049, -1.422, 2.706], [-5.054, -0.534, 1.566], [-3.613, 0.232, 2.234], [-2.735, -0.575, -1.922], [-3.402, 0.721, -0.883], [-4.420, -0.594, -1.441], [-3.125, 3.418, -2.251], [-2.050, 3.471, -3.042], [-2.411, 3.873, -4.244], [-1.201, 4.358, -2.517], [-1.391, 2.102, -3.092], [-1.330, 1.357, -4.263], [-0.704, 0.113, -4.265], [-0.172, -0.369, -3.091], [-0.255, 0.347, -1.954], [-0.843, 1.551, -1.955], [-0.823, 2.315, -0.347], [-1.773, 1.754, -5.169], [-0.633, -0.476, -5.168], [0.328, -1.326, -3.039], [4.315, -0.451, 1.036], [3.045, -0.446, 1.364], [2.292, 0.106, 0.387], [3.200, 0.491, -0.645], [3.008, 1.132, -1.863], [4.130, 1.356, -2.636], [5.409, 0.958, -2.218], [5.608, 0.340, -1.001], [4.475, 0.128, -0.229], [5.065, -0.803, 1.620], [2.664, -0.836, 2.293], [2.035, 1.467, -2.198], [4.023, 1.860, -3.587], [6.258, 1.149, -2.861], [6.593, 0.041, -0.669]], "lowdin_charge": [1.806, 0.000, -0.293, 0.037, 0.049, 0.031, -0.418, -0.011, -0.206, 0.491, -0.143, -0.140, -0.158, 0.116, 0.078, 0.107, 0.147, 0.146, 0.125, 0.039, 0.051, 0.067, 0.049, 0.066, 0.051, 0.024, 0.032, 0.071, 0.169, -0.622, 0.209, 0.160, -0.074, 0.100, 0.028, -0.073, -0.133, -0.654, 0.760, 0.157, 0.142, 0.140, 0.201, -0.110, -0.087, -0.208, -0.015, -0.020, -0.011, 0.041, -0.153, 0.203, 0.140, 0.094, 0.129, 0.134, 0.140], "homo_lumo_gap_ev": 6.04, "total_charge": 3, "de_lowest_ev": 0.9300}

---

Record 2
{"formula": "C6H14NO", "method": "ωB97M-V with the def2-TZVPD basis set", "symbols": ["C", "O", "C", "C", "H", "H", "H", "H", "H", "H", "H", "C", "C", "C", "N", "H", "H", "H", "H", "H", "H", "H"], "xyz": [[0.615, -1.428, 1.989], [0.430, -1.295, 0.652], [-0.394, -0.615, 2.824], [-0.321, 0.867, 2.488], [1.633, -1.084, 2.317], [0.533, -2.490, 2.331], [-0.226, -0.785, 3.899], [-1.397, -0.984, 2.576], [-1.102, 1.452, 2.981], [-0.421, 0.990, 1.409], [0.654, 1.279, 2.768], [1.010, 0.650, -1.608], [-0.193, 0.357, -2.452], [-1.140, -0.500, -2.072], [-0.277, 1.114, -3.648], [1.001, 1.693, -1.279], [1.928, 0.496, -2.191], [1.019, -0.037, -0.746], [-1.999, -0.671, -2.722], [-1.029, -0.993, -1.114], [0.619, 1.251, -4.094], [-0.943, 0.733, -4.310]], "lowdin_charge": [-0.531, -0.353, -0.295, -0.147, 0.078, 0.070, 0.082, 0.089, 0.047, 0.054, 0.059, -0.081, -0.493, 0.017, 0.037, 0.071, 0.065, 0.039, 0.038, 0.031, 0.059, 0.063], "homo_lumo_gap_ev": 6.50, "total_charge": -1, "de_lowest_ev": 0.5915}

---

Record 3
{"formula": "C3H14NO2S2", "method": "ωB97M-V with the def2-TZVPD basis set", "symbols": ["N", "C", "C", "S", "S", "C", "H", "H", "H", "H", "H", "H", "H", "H", "H", "H", "H", "H", "O", "H", "H", "O"], "xyz": [[1.468, -1.537, 2.224], [1.030, -2.139, 0.820], [-0.146, -1.436, 0.361], [-0.176, 0.357, 0.327], [0.310, 1.069, -1.449], [-1.258, 1.717, -2.184], [1.507, -0.504, 2.109], [2.283, -1.924, 2.687], [0.523, -1.709, 2.673], [0.754, -3.214, 1.120], [1.879, -2.037, 0.128], [-0.580, -1.784, -0.590], [-1.111, -1.668, 0.905], [-0.991, 2.523, -2.852], [-2.015, 1.852, -1.422], [-1.607, 0.852, -2.796], [3.956, 1.448, 2.804], [3.880, 0.895, 1.460], [3.485, 0.741, 2.334], [-4.172, 2.684, -3.431], [-4.948, 1.860, -2.419], [-4.072, 1.955, -2.809]], "lowdin_charge": [0.170, -0.189, -0.599, 0.492, 0.444, -0.426, 0.081, 0.158, 0.178, 0.162, 0.137, 0.105, 0.103, 0.037, 0.018, 0.036, 0.062, 0.057, -0.066, 0.050, 0.049, -0.058], "homo_lumo_gap_ev": 8.71, "total_charge": 1, "de_lowest_ev": 1.4891}

---

Record 4
{"formula": "C5H6O2", "method": "ωB97M-V with the def2-TZVPD basis set", "symbols": ["O", "C", "C", "C", "O", "C", "C", "H", "H", "H", "H", "H", "H"], "xyz": [[-2.494, -0.074, -0.108], [-1.339, -0.791, 0.282], [-0.136, -0.267, -0.471], [0.548, 0.946, 0.048], [0.934, 0.519, 1.284], [1.288, -0.357, 0.062], [2.427, -0.160, -0.680], [-2.382, 0.840, 0.185], [-1.155, -0.725, 1.360], [-1.526, -1.835, 0.022], [-0.181, -0.355, -1.555], [0.843, 1.901, -0.373], [3.173, 0.359, -0.056]], "lowdin_charge": [-0.049, -0.216, -0.126, -0.178, 0.022, -0.320, 0.164, 0.092, 0.127, 0.130, 0.156, 0.165, 0.033], "homo_lumo_gap_ev": 9.02, "de_lowest_ev": 6.3453}

---

Record 5
{"formula": "C17H22N5O4S2", "method": "ωB97M-V with the def2-TZVPD basis set", "symbols": ["O", "O", "O", "O", "S", "C", "C", "C", "C", "C", "C", "C", "C", "C", "C", "C", "C", "C", "N", "N", "N", "N", "N", "C", "C", "C", "C", "S", "H", "H", "H", "H", "H", "H", "H", "H", "H", "H", "H", "H", "H", "H", "H", "H", "H", "H", "H", "H", "H", "H"], "xyz": [[-3.551, 1.100, -1.223], [-3.021, -3.455, -0.320], [2.118, 0.186, 5.650], [0.204, 0.381, 4.077], [4.250, 1.518, 3.023], [-3.591, 0.183, -2.031], [-2.835, -3.444, -1.530], [1.927, 2.725, 2.816], [0.174, -1.919, 0.062], [-0.648, -1.236, -0.797], [2.522, 1.592, 3.322], [-0.481, -0.054, 1.069], [4.989, 4.950, 0.916], [3.692, 5.481, 0.883], [5.233, 3.729, 1.556], [2.633, 4.792, 1.488], [4.173, 3.046, 2.159], [2.882, 3.572, 2.125], [0.276, -1.159, 1.217], [-2.779, -4.590, -2.214], [-3.412, -1.058, -1.592], [2.125, -1.069, 3.553], [-1.038, -0.067, -0.155], [-3.690, 0.460, -3.516], [-2.577, -4.763, -3.654], [-1.116, -1.703, -2.166], [-2.612, -2.099, -2.247], [1.654, 0.352, 4.281], [0.876, 2.980, 2.938], [0.628, -2.887, -0.118], [-0.665, 0.694, 1.837], [5.809, 5.489, 0.449], [3.510, 6.434, 0.393], [6.238, 3.319, 1.588], [1.631, 5.211, 1.465], [0.815, -1.388, 2.058], [-2.934, -5.420, -1.659], [-3.593, -1.208, -0.607], [3.134, -1.002, 3.491], [1.884, -1.770, 4.248], [-1.739, 0.596, -0.498], [-3.984, 1.499, -3.662], [-2.733, 0.283, -4.000], [-4.452, -0.185, -3.952], [-2.451, -5.824, -3.883], [-1.684, -4.232, -3.988], [-3.447, -4.395, -4.203], [-0.503, -2.548, -2.484], [-0.927, -0.895, -2.875], [-2.917, -2.200, -3.289]], "lowdin_charge": [0.040, 0.062, -0.292, -0.321, 1.066, -0.545, -0.460, -0.058, 0.019, -0.186, -0.589, -0.023, -0.057, -0.060, -0.069, -0.013, -0.456, -0.257, 0.130, 0.041, 0.103, -0.093, 0.177, 0.024, -0.053, -0.040, -0.194, 0.609, 0.130, 0.145, 0.144, 0.113, 0.110, 0.113, 0.119, 0.111, 0.154, 0.153, 0.053, 0.093, 0.140, 0.096, 0.080, 0.092, 0.096, 0.081, 0.091, 0.126, 0.122, 0.137], "homo_lumo_gap_ev": 8.70, "total_charge": 1}

---

Record 6
{"formula": "C35H24F9IN2O2PPt", "method": "ωB97M-V with the def2-TZVPD basis set", "symbols": ["Pt", "C", "C", "N", "C", "C", "C", "O", "C", "C", "N", "C", "C", "C", "C", "C", "C", "I", "C", "O", "H", "H", "H", "H", "H", "H", "H", "H", "H", "H", "H", "H", "F", "C", "F", "F", "C", "C", "C", "C", "C", "C", "P", "C", "C", "C", "C", "C", "C", "C", "F", "F", "F", "C", "C", "C", "C", "C", "C", "C", "F", "F", "F", "H", "H", "H", "H", "H", "H", "H", "H", "H", "H", "H", "H"], "xyz": [[1.023, 0.372, -1.855], [3.806, -2.936, 0.374], [2.391, -3.313, 0.203], [1.959, -4.456, 0.708], [0.723, -4.845, 0.465], [-0.206, -4.145, -0.371], [-1.533, -4.813, -0.568], [-2.565, -3.883, -0.826], [0.182, -2.907, -0.905], [-0.652, -2.288, -1.876], [-0.513, -1.082, -2.391], [-1.412, -0.659, -3.340], [-2.778, -1.066, -3.315], [-3.649, -0.586, -4.245], [-3.197, 0.307, -5.254], [-1.856, 0.717, -5.318], [-0.977, 0.252, -4.381], [1.029, 0.777, -4.504], [1.492, -2.409, -0.542], [1.959, -1.291, -0.846], [4.270, -3.560, 1.132], [3.909, -1.876, 0.608], [4.334, -3.094, -0.574], [0.409, -5.765, 0.944], [-1.744, -5.410, 0.323], [-1.419, -5.526, -1.400], [-3.405, -4.275, -0.548], [-1.430, -2.913, -2.300], [-3.119, -1.720, -2.523], [-4.692, -0.870, -4.217], [-3.898, 0.677, -5.992], [-1.536, 1.376, -6.114], [6.825, 2.683, 2.072], [5.762, 3.113, 2.752], [5.779, 4.448, 2.750], [5.878, 2.696, 4.012], [4.475, 2.606, 2.132], [4.447, 2.241, 0.794], [3.255, 1.804, 0.238], [2.100, 1.737, 1.015], [2.135, 2.119, 2.359], [3.327, 2.549, 2.914], [0.556, 1.249, 0.262], [-0.203, -0.066, 1.227], [0.548, -0.841, 2.111], [-0.035, -1.936, 2.730], [-1.361, -2.255, 2.458], [-2.121, -1.476, 1.598], [-1.540, -0.381, 0.978], [-1.952, -3.487, 3.101], [-1.239, -4.576, 2.714], [-1.910, -3.434, 4.422], [-3.210, -3.698, 2.713], [-0.598, 2.613, 0.156], [-1.403, 2.935, 1.249], [-2.253, 4.028, 1.175], [-2.301, 4.785, 0.015], [-1.492, 4.478, -1.073], [-0.641, 3.391, -1.003], [-3.267, 5.945, -0.113], [-2.655, 7.015, -0.623], [-4.261, 5.611, -0.945], [-3.801, 6.277, 1.057], [5.349, 2.292, 0.202], [3.239, 1.514, -0.811], [1.244, 2.081, 2.974], [3.370, 2.836, 3.957], [1.577, -0.585, 2.326], [0.533, -2.532, 3.433], [-3.161, -1.715, 1.427], [-2.135, 0.242, 0.321], [-1.375, 2.344, 2.156], [-2.877, 4.291, 2.018], [-1.525, 5.097, -1.959], [0.012, 3.169, -1.841]], "mulliken_spin": [1.276, 0.014, 0.185, -0.068, 0.300, 0.200, 0.013, 0.004, 0.003, -0.017, 0.215, 0.258, 0.012, 0.090, 0.217, 0.015, 0.179, 0.083, 0.149, 0.260, 0.004, 0.008, 0.027, -0.008, 0.002, 0.027, 0.000, -0.009, -0.006, 0.003, -0.001, 0.004, 0.000, 0.000, 0.000, 0.000, 0.002, 0.046, -0.006, -0.128, 0.016, 0.002, 0.572, -0.003, 0.013, 0.029, 0.012, -0.013, -0.008, -0.001, 0.003, 0.000, 0.000, -0.025, 0.006, 0.002, 0.004, 0.035, 0.025, 0.000, 0.000, 0.000, 0.000, 0.002, -0.015, 0.003, 0.001, -0.004, 0.001, 0.000, -0.001, 0.003, 0.000, 0.001, -0.017], "multiplicity": 5, "homo_lumo_gap_ev": [6.56, 3.94], "total_charge": 3, "de_lowest_ev": 0.0000}